Molecular formula: C4H10OS
Method: DFT, ωB97M-V/def2-TZVPD

Each line ends with the Löwdin charge.
Geometry (Å):
C 1.88747 1.64212 0.53452  -0.22
C 1.33762 0.29338 0.57912  -0.63
S 2.36021 -0.95436 -0.41450  0.62
H 2.97714 1.76107 0.47590  0.08
H 1.67219 2.03200 -0.51214  0.09
H 1.29852 2.25753 1.15803  0.06
H 0.32181 0.23497 0.06011  0.03
H 1.26095 -0.07561 1.65481  0.09
H 1.54007 -1.95089 0.09669  -0.14
O -3.70119 -0.54943 0.42552  -0.02
C -2.51251 -0.24892 0.05401  -0.27
C -1.80501 -1.04449 -1.00575  -0.09
H -1.83430 0.46013 0.56092  0.10
H -0.96944 -1.65054 -0.55709  0.07
H -2.52887 -1.88249 -1.35778  0.11
H -1.30467 -0.32446 -1.75237  0.11

## Properties
structure (SMILES)	CC=O.CCS
2S+1	1
net charge	0
energy above the lowest of the compared OMol25 structures with the same formula, charge and spin	1.693	eV